Molecular formula: C2H2N4
Method: DFT, ωB97M-V/def2-TZVPD

Its multiplicity is 1. For the total energy, the calculation gives -296.30696 Ha. The SMILES is c1cnnnn1. The HOMO energy comes out at -9.515 eV. The HOMO-LUMO gap is 8.933 eV.

Last column: Mulliken charge in e.
Element x y z (Å)
C  -0.66  0.65  -0.26  -0.15
C  0.71  0.64  -0.12  -0.15
N  1.24  -0.62  -0.10  -0.02
N  0.62  -1.67  0.17  -0.21
N  -0.75  -1.44  0.76  -0.21
N  -1.28  -0.36  0.39  -0.02
H  -1.30  1.34  -0.80  0.38
H  1.42  1.45  -0.04  0.38